1.
2 unconnected molecules or ions with the total composition C4H7NOS, computed with the ωB97M-V functional and the def2-TZVPD basis.

Values from the calculation:
Total energy   -684.696525 Ha
Frontier orbital gap (alpha / beta)   7.66 / 7.66 eV
LUMO (alpha / beta)   -0.76 / -0.76 eV
Energy relative to the best compared isomer or geometry (same formula, charge and spin)   69.4 kcal per mole

The geometry in XYZ format:
```
14
Properties=species:S:1:pos:R:3:forces:R:3
C 1.5231 1.0423 -0.5036 -0.360 -0.744 -0.668
C 1.0825 2.3482 -0.0994 1.557 2.745 1.800
C -0.9863 -1.6971 -1.0881 -1.450 -2.288 3.220
C -0.4300 -0.4108 1.3591 5.021 1.749 -0.697
N 1.7192 -0.0191 -0.9051 0.716 0.282 -0.268
O 0.3749 3.0662 -0.7497 -0.345 -0.596 -0.185
S 0.1167 -1.8623 0.4357 -0.554 -0.022 -0.201
H 1.6063 2.8126 0.8510 -0.906 -1.234 -1.288
H -1.8614 -2.4687 -0.8594 1.914 1.608 -1.182
H -1.3919 -0.7220 -1.1327 -0.388 1.075 0.032
H -0.3691 -1.8660 -1.9234 0.444 -0.605 -1.063
H -0.1087 0.4893 0.7039 -1.390 -1.280 1.221
H -1.4023 -0.5002 1.5751 -3.760 0.184 0.556
H 0.1271 -0.2125 2.3366 -0.497 -0.874 -1.279
```
Positions in Å, forces in eV/Å.

2.
2 unconnected molecules or ions with the total composition C4H2IOS2, computed with the ωB97M-V functional and the def2-TZVPD basis.

Values from the calculation:
Total energy   -1322.851022 Ha
Frontier orbital gap (alpha / beta)   4.54 / 4.56 eV
Charge   -1
LUMO (alpha / beta)   0.90 / 0.91 eV

The geometry in XYZ format:
```
10
Properties=species:S:1:pos:R:3:forces:R:3
C -0.8439 -0.3440 -0.6482 4.135 -1.646 1.127
C 0.0941 -1.0608 0.0976 -3.095 -0.201 2.245
C -0.0252 0.3979 -1.5310 -2.673 2.378 -2.709
C 1.4196 -0.7798 -0.3774 1.496 -0.277 -0.122
O 1.2471 0.0889 -1.4039 2.144 -0.064 0.468
S -0.5404 1.5247 -2.6638 0.561 -1.095 1.048
S 0.1846 -0.0724 2.9192 0.110 -0.219 -0.059
I 0.3545 2.2423 3.3281 0.015 0.275 0.010
H -1.8488 -0.3190 -0.7911 -2.719 -0.043 0.365
H -0.0417 -1.6777 1.0706 0.026 0.891 -2.374
```
Positions in Å, forces in eV/Å.

3.
CH4N2OS in the gas phase, computed with the ωB97M-V functional and the def2-TZVPD basis.

Values from the calculation:
Total energy   -623.320398 Ha
Frontier orbital gap   9.15 eV
LUMO   0.29 eV
Energy relative to the best compared isomer or geometry (same formula, charge and spin)   87.1 kcal per mole

The geometry in XYZ format:
```
9
Properties=species:S:1:pos:R:3:forces:R:3
C 1.0999 0.7086 0.7192 0.491 0.011 -1.519
N -1.9177 0.4343 -0.1712 1.513 0.298 0.440
N 1.6480 -0.1052 -0.1442 -0.059 0.925 2.075
O -0.2098 -1.4792 0.2628 -1.090 -0.716 0.018
S -0.6711 -0.1936 0.9298 -0.438 -0.137 -0.576
H -1.6283 0.2080 -1.1397 -0.058 0.391 0.659
H -1.9494 1.4649 -0.0264 -0.038 -0.875 -0.335
H 0.9571 -1.0481 -0.2064 0.615 0.329 -0.424
H 2.6713 0.0103 -0.2239 -0.937 -0.226 -0.338
```
Positions in Å, forces in eV/Å.

4.
C4H5NO in the gas phase, computed with the ωB97M-V functional and the def2-TZVPD basis.

Values from the calculation:
Total energy   -285.393380 Ha
Frontier orbital gap   10.45 eV
LUMO   0.73 eV
Energy relative to the best compared isomer or geometry (same formula, charge and spin)   13.3 kcal per mole

The geometry in XYZ format:
```
11
Properties=species:S:1:pos:R:3:forces:R:3
O -1.3639 -2.0019 0.6210 0.371 0.330 0.298
C -0.6134 -1.0658 0.4227 -0.376 -0.280 0.066
N -0.8867 0.2635 0.6658 -0.059 -0.118 0.194
C 0.1193 1.1582 0.1299 -0.067 0.047 -0.024
C 0.9402 0.1887 -0.6701 -0.195 -0.605 -0.729
C 0.6649 -1.0713 -0.3439 -0.409 0.070 -0.141
H -1.6726 0.5483 1.2241 0.065 -0.047 0.021
H 0.6792 1.6293 0.9539 0.126 -0.098 -0.332
H -0.2666 1.9700 -0.4945 -0.248 -0.203 0.057
H 1.3171 0.3237 -1.6760 1.051 0.891 0.456
H 1.0826 -1.9427 -0.8328 -0.259 0.013 0.134
```
Positions in Å, forces in eV/Å.